{"formula": "C54H141N11O16", "method": "ωB97M-V with the def2-TZVPD basis set", "symbols": ["C", "O", "C", "C", "C", "N", "H", "H", "H", "H", "H", "H", "H", "H", "H", "H", "H", "C", "O", "C", "C", "C", "N", "H", "H", "H", "H", "H", "H", "H", "H", "H", "H", "H", "C", "O", "C", "C", "C", "N", "H", "H", "H", "H", "H", "H", "H", "H", "H", "H", "H", "C", "O", "C", "C", "C", "N", "H", "H", "H", "H", "H", "H", "H", "H", "H", "H", "H", "C", "O", "C", "C", "C", "N", "H", "H", "H", "H", "H", "H", "H", "H", "H", "H", "H", "C", "O", "C", "C", "C", "N", "H", "H", "H", "H", "H", "H", "H", "H", "H", "H", "H", "C", "O", "C", "C", "N", "C", "C", "O", "C", "H", "H", "H", "H", "H", "H", "H", "H", "H", "H", "H", "H", "H", "H", "H", "C", "O", "C", "C", "N", "C", "C", "O", "C", "H", "H", "H", "H", "H", "H", "H", "H", "H", "H", "H", "H", "H", "H", "H", "C", "O", "C", "C", "N", "C", "C", "O", "C", "H", "H", "H", "H", "H", "H", "H", "H", "H", "H", "H", "H", "H", "H", "H", "C", "O", "C", "C", "N", "C", "C", "O", "C", "H", "H", "H", "H", "H", "H", "H", "H", "H", "H", "H", "H", "H", "H", "H", "C", "O", "C", "C", "N", "C", "C", "O", "C", "H", "H", "H", "H", "H", "H", "H", "H", "H", "H", "H", "H", "H", "H", "H"], "xyz": [[-5.60002, -4.84750, 2.95737], [-5.95538, -3.54439, 2.81207], [-5.02054, -2.83859, 2.01317], [-5.35490, -1.41048, 2.06053], [-4.51154, -0.53642, 1.10217], [-5.17358, -0.84847, 3.40106], [-5.65950, -5.35768, 1.98582], [-6.33364, -5.31571, 3.57842], [-4.60968, -5.01504, 3.41179], [-4.00091, -3.12767, 2.34229], [-5.09702, -3.25009, 0.99757], [-6.42392, -1.39238, 1.79537], [-4.66896, 0.50151, 1.36313], [-4.79919, -0.72163, 0.06004], [-3.51459, -0.83079, 1.33279], [-5.51769, 0.06959, 3.40619], [-5.58380, -1.40154, 4.11883], [-4.91062, -4.80978, -5.79849], [-4.38991, -3.58007, -6.21666], [-3.14219, -3.29501, -5.63187], [-2.95540, -1.85628, -5.90300], [-2.96841, -1.59208, -7.42945], [-1.80393, -1.29147, -5.19893], [-4.23804, -5.65862, -6.09764], [-5.91120, -4.84914, -6.17114], [-4.88776, -4.90432, -4.69203], [-3.26638, -3.45055, -4.52644], [-2.39617, -4.00408, -5.94346], [-3.87889, -1.39555, -5.55955], [-2.12850, -2.19166, -7.92006], [-2.85281, -0.51093, -7.59261], [-3.85552, -2.00259, -7.80694], [-1.76348, -1.63720, -4.22729], [-0.94567, -1.66504, -5.59361], [5.92312, 4.01199, -0.73154], [4.77691, 3.13854, -0.97647], [4.68560, 1.98217, -0.14281], [3.50329, 1.99844, 0.84189], [3.68039, 3.22473, 1.79001], [3.31249, 0.72909, 1.42898], [5.56415, 4.90071, -0.19687], [6.30458, 4.30790, -1.71646], [6.67754, 3.52301, -0.09973], [4.55444, 1.14341, -0.81027], [5.56329, 1.91743, 0.42121], [2.61691, 2.23390, 0.23916], [4.73156, 3.32574, 2.21706], [2.97975, 3.20355, 2.60481], [3.57726, 4.13679, 1.20672], [2.36556, 0.53516, 1.64450], [3.78808, 0.62556, 2.30113], [0.05065, 4.98879, 0.86109], [0.61200, 4.04953, -0.09035], [1.30728, 4.72483, -1.10678], [1.62666, 3.73452, -2.18214], [2.56251, 4.27839, -3.20607], [0.33427, 3.38657, -2.75981], [-0.89881, 5.32859, 0.48765], [0.68213, 5.86879, 1.04209], [-0.03244, 4.42391, 1.78722], [0.63840, 5.50675, -1.57547], [2.24768, 5.23885, -0.78761], [2.12309, 2.79338, -1.71938], [3.53425, 4.31562, -2.75260], [2.17865, 5.31858, -3.52284], [2.69010, 3.63134, -4.06109], [0.29551, 3.07969, -3.70496], [-0.31877, 2.80034, -2.22564], [2.26618, -6.10997, -1.64047], [2.24753, -4.73379, -1.46919], [3.01829, -4.40761, -0.30283], [3.02373, -2.89745, -0.29087], [3.85601, -2.30674, -1.46548], [3.39659, -2.56983, 1.05256], [3.29338, -6.59710, -1.91802], [1.50486, -6.27229, -2.44490], [1.83126, -6.52189, -0.70639], [2.60910, -4.87096, 0.60808], [4.04307, -4.71233, -0.33254], [2.01768, -2.55675, -0.41393], [3.70363, -2.73185, -2.45493], [4.88539, -2.49406, -1.20550], [3.73469, -1.26939, -1.57530], [3.51311, -1.58476, 1.30737], [4.30011, -2.94595, 1.27168], [0.95804, -0.15765, -2.50514], [0.51561, -0.53212, -1.16933], [-0.06777, 0.58957, -0.46128], [-0.79725, 0.08283, 0.78907], [-1.26401, 1.19154, 1.68219], [0.21585, -0.69862, 1.46890], [1.61477, 0.75494, -2.42809], [0.16487, 0.02335, -3.17156], [1.42932, -1.04997, -3.00518], [0.76811, 1.21291, -0.21324], [-0.82117, 0.98349, -1.11470], [-1.66769, -0.49553, 0.45307], [-2.21108, 1.54077, 1.19347], [-0.55521, 1.98168, 1.70236], [-1.46276, 0.91250, 2.68408], [0.70196, -1.28201, 0.77279], [-0.19859, -1.34034, 2.12300], [-1.79852, 0.94229, 9.30840], [-1.92862, 0.55636, 7.94701], [-0.77076, -0.03687, 7.43043], [-1.14760, -0.59536, 6.05446], [-1.92532, -1.82891, 6.10684], [-2.31919, -2.37634, 4.84112], [-1.45440, -3.51175, 4.39808], [-0.23170, -2.98613, 3.82249], [0.76310, -3.95018, 3.38263], [-1.55444, 0.03167, 9.90307], [-2.75450, 1.27670, 9.59765], [-1.00455, 1.72968, 9.32735], [-0.27550, -0.87601, 7.99261], [0.03246, 0.69799, 7.32791], [-0.25689, -0.82290, 5.47300], [-1.78718, 0.14884, 5.54512], [-2.69823, -1.51405, 6.68964], [-2.40978, -1.64845, 4.01821], [-3.30402, -2.86331, 4.95923], [-1.92967, -4.18317, 3.65524], [-1.17448, -4.15025, 5.22884], [1.51253, -3.39822, 2.82902], [0.26501, -4.68325, 2.79367], [1.35268, -4.45543, 4.20352], [-3.28265, 1.79768, -3.54802], [-3.05993, 2.20595, -2.17317], [-3.87412, 3.19054, -1.68959], [-3.20255, 4.55310, -1.63628], [-2.70705, 4.95053, -2.96870], [-2.73868, 6.38128, -3.22898], [-1.61424, 7.21953, -2.67822], [-1.64115, 7.32434, -1.26510], [-0.55601, 8.02631, -0.72181], [-4.20346, 1.26955, -3.83025], [-2.42840, 1.11502, -3.74184], [-3.10965, 2.66646, -4.16565], [-4.19156, 2.91149, -0.65197], [-4.71530, 3.26198, -2.36005], [-2.41583, 4.55665, -0.85003], [-4.04689, 5.22061, -1.31194], [-1.73459, 4.53920, -3.05938], [-3.67135, 6.77043, -3.01788], [-2.58643, 6.47094, -4.28691], [-1.70051, 8.24193, -3.03336], [-0.62977, 6.83177, -3.02680], [-0.70551, 7.98574, 0.37746], [-0.57618, 9.11981, -1.06481], [0.41972, 7.60376, -0.94268], [-1.76669, -6.04667, 0.28935], [-1.93577, -4.68027, 0.56568], [-0.94922, -3.83420, 0.06661], [-1.01728, -3.54041, -1.43772], [-2.02722, -2.59760, -1.91351], [-3.41622, -2.88478, -1.62033], [-4.35003, -1.87334, -2.25481], [-5.62022, -1.93968, -1.72548], [-6.53628, -0.91638, -2.01789], [-1.52402, -6.26984, -0.75441], [-2.69341, -6.48155, 0.53599], [-0.84251, -6.40848, 0.84438], [0.11675, -4.12357, 0.33794], [-1.10256, -2.87907, 0.59470], [-1.18878, -4.53832, -1.96161], [0.00114, -3.18299, -1.65832], [-1.74954, -1.68936, -1.49806], [-3.67151, -2.92340, -0.46754], [-3.62732, -3.84513, -1.99140], [-4.31392, -1.95116, -3.34591], [-3.85251, -0.83553, -2.03034], [-6.02369, 0.04323, -2.06755], [-7.33117, -0.96010, -1.24331], [-6.97000, -1.18759, -2.99042], [-0.00016, 4.07223, -6.57121], [0.12191, 2.83202, -5.92462], [1.26806, 2.13054, -6.47585], [1.46846, 0.82134, -5.75246], [2.71653, 0.16342, -6.26719], [2.62180, -1.20953, -6.77701], [2.53356, -2.37044, -5.75011], [1.23727, -2.43915, -5.21892], [1.08305, -3.36613, -4.11212], [-0.13018, 3.96027, -7.63688], [0.88610, 4.63369, -6.28951], [-0.86915, 4.54921, -6.13874], [2.20514, 2.74461, -6.43746], [1.06173, 1.87207, -7.57349], [0.61530, 0.10529, -5.73126], [1.66089, 1.01906, -4.70699], [3.44946, 0.22364, -5.59110], [3.55805, -1.41713, -7.32192], [1.76891, -1.36220, -7.47616], [3.35111, -2.24807, -5.01310], [2.83179, -3.34093, -6.25503], [1.93551, -3.22443, -3.41659], [1.06490, -4.39844, -4.50159], [0.10868, -3.12784, -3.73280], [7.14228, 2.00604, 11.06699], [6.04567, 1.61764, 10.21219], [6.26301, 2.03242, 8.86600], [5.30279, 1.20729, 8.03396], [5.02222, 1.89568, 6.78200], [5.05039, 1.13968, 5.58748], [3.77857, 0.31994, 5.36532], [3.96860, -0.61646, 4.31030], [2.89900, -1.45643, 4.07778], [8.07053, 1.50934, 10.76696], [6.89065, 1.72790, 12.09823], [7.33511, 3.09667, 11.23103], [7.29213, 1.93948, 8.46802], [6.01943, 3.09338, 8.74453], [4.45097, 1.07501, 8.67811], [5.72823, 0.20550, 7.74835], [4.25233, 2.50639, 6.76426], [5.84891, 0.40421, 5.58522], [5.22687, 1.85286, 4.74468], [2.99247, 1.08523, 5.13862], [3.55694, -0.18137, 6.32967], [1.92454, -0.97348, 3.87910], [2.69145, -2.16146, 4.97498], [3.17587, -2.09955, 3.24896]], "atomic_forces_ev_per_a": [[0.17, -1.60, -0.33], [-0.09, 1.75, 0.39], [0.63, -1.80, -0.25], [-0.65, 1.59, -0.02], [-1.50, -1.02, 0.29], [1.29, -1.09, -0.66], [0.35, -0.18, -0.03], [-0.46, -0.36, 0.56], [-0.03, 0.20, -0.17], [-0.13, 0.58, 0.09], [-0.06, 0.32, -0.15], [0.05, 0.23, -0.27], [0.08, 0.30, -0.07], [0.34, 0.06, 0.31], [1.06, 0.12, -0.24], [-0.59, 1.31, 0.32], [-0.53, -0.36, 0.43], [1.46, -0.57, 0.79], [-0.36, -0.66, -0.13], [-1.62, -0.60, 1.61], [0.67, 0.86, -0.76], [2.74, -0.23, 0.94], [0.28, -0.12, 0.27], [-0.78, 0.45, -0.36], [-0.53, -0.51, -0.25], [-0.39, 0.34, -0.24], [0.35, 0.13, -0.50], [0.78, -0.14, -0.58], [0.01, 0.31, 0.43], [-0.77, 1.00, 0.52], [-0.06, -0.44, -0.27], [-1.34, -0.15, -0.68], [-0.41, 0.22, -0.37], [0.09, 0.08, -0.28], [-1.37, -0.45, -0.04], [0.86, 0.60, 0.43], [-1.51, 0.47, -0.70], [0.12, 2.43, -0.81], [1.55, -0.32, -0.27], [0.71, -0.97, 0.24], [0.16, -0.03, -0.10], [0.14, -0.12, 0.36], [-0.06, 0.03, -0.40], [0.14, -0.51, -0.08], [1.62, -0.56, 0.85], [0.05, -0.09, 0.10], [-1.09, -0.55, -0.32], [-0.41, 0.09, 0.34], [-0.36, 0.13, -0.02], [-1.32, -0.19, -0.01], [0.67, -0.08, 0.61], [0.74, -1.00, -0.27], [0.21, 1.13, 0.90], [0.21, 1.01, -0.46], [-0.67, -2.49, 0.36], [-0.59, 1.76, -0.41], [-1.22, -0.10, 0.22], [-0.57, 0.20, 0.00], [0.18, -0.28, -0.17], [-0.30, 0.17, 0.09], [0.60, -0.62, 0.40], [-0.51, -0.35, 0.41], [-0.58, 1.44, -0.42], [0.56, 0.51, 0.21], [0.82, -1.46, 0.19], [-0.36, -0.18, -0.42], [0.49, -0.29, -0.86], [0.80, 0.47, 0.10], [-0.76, -1.25, -0.89], [1.63, -0.01, 0.81], [-1.21, 1.06, -0.95], [-0.11, 0.16, -0.33], [0.31, -1.39, 0.90], [0.69, 1.05, 1.09], [-1.70, 1.00, 0.57], [0.86, -0.41, 0.42], [0.51, -0.56, -0.42], [-0.36, 0.32, -0.21], [0.93, -0.72, -0.58], [-0.89, 0.14, -0.19], [-0.35, -0.41, 0.16], [0.70, 0.03, -0.04], [-0.31, 1.53, 0.18], [-0.46, 0.00, -0.85], [0.58, -0.50, 0.08], [1.36, -0.76, 1.38], [-0.12, -0.05, -0.96], [-0.53, -1.44, -0.39], [1.49, -0.51, -0.39], [-1.66, 0.53, -1.91], [0.63, -0.80, -0.18], [-0.37, -1.00, -0.28], [-1.57, 0.74, -0.58], [0.16, 0.94, 0.98], [0.08, 1.01, 0.23], [-0.24, 1.05, -0.44], [0.08, -0.20, -0.03], [0.63, 0.25, 0.73], [0.70, 0.85, -0.04], [-0.31, -0.66, 0.94], [-0.21, 0.31, 0.49], [-0.09, -0.24, 0.60], [1.55, -0.88, -0.98], [-0.17, -0.55, 0.53], [0.63, -1.00, -1.14], [0.18, 0.11, -0.62], [0.15, 0.82, 1.77], [-1.05, -0.67, -0.32], [1.77, -0.72, -0.98], [0.53, -0.32, 0.01], [-0.18, 0.84, 1.64], [0.19, 0.77, -0.07], [-0.96, 0.76, 0.51], [-0.59, -0.51, 0.67], [-1.01, 0.53, 0.25], [-0.01, 0.34, -0.15], [0.21, 0.35, -0.12], [0.63, 0.24, -0.09], [-0.43, -0.82, -0.38], [-0.05, 0.04, 0.21], [0.09, 0.49, -0.01], [-0.10, 0.48, 0.02], [-0.08, -0.07, 0.50], [-0.14, 0.10, -0.47], [-0.22, -0.81, -0.71], [-0.97, 0.45, -0.32], [2.05, -0.16, 0.46], [0.80, -2.18, -1.03], [-0.52, 0.81, 0.85], [-0.59, 0.34, 0.25], [0.83, -0.84, 1.00], [2.58, -1.29, -0.57], [0.64, 0.40, 0.63], [0.05, -0.81, 0.09], [-0.72, 1.53, 0.53], [-0.16, 0.28, 0.72], [-0.64, 0.18, -0.07], [-0.34, 0.25, -0.41], [-0.03, 0.19, -0.69], [-0.83, 0.22, 0.01], [-0.37, 0.09, -0.39], [0.97, -0.12, -0.22], [-1.29, 0.88, -0.04], [-2.02, 0.80, 0.69], [-0.16, 0.23, -0.91], [-0.05, 0.35, -0.60], [-0.42, 0.00, 0.20], [0.19, 0.23, -0.63], [0.13, -1.25, 0.43], [0.16, -0.20, -0.30], [2.42, 0.52, -0.01], [-0.39, -0.16, 0.05], [0.87, 1.26, 0.14], [-0.09, -1.73, -0.07], [0.92, 1.24, 0.43], [-0.47, 0.55, 2.74], [1.98, 2.49, -0.07], [-0.19, -1.04, 1.17], [-0.22, -0.81, -0.46], [-0.28, 0.21, -0.20], [-0.77, -1.03, 0.56], [-1.25, -0.07, -0.15], [-1.07, -0.26, -0.25], [0.02, -0.16, -0.08], [0.38, 1.14, 0.33], [-0.58, 0.02, -0.36], [-0.40, -0.50, -0.44], [0.56, 0.11, -2.04], [-0.35, -1.53, -0.48], [-0.27, -0.12, -0.14], [-0.89, -1.24, -0.32], [-0.17, 0.29, 0.10], [0.58, 0.26, -0.47], [-0.22, 0.61, 0.02], [-0.08, -0.02, 1.09], [1.20, -1.20, -0.52], [-1.06, -0.31, -1.19], [1.00, -1.18, 0.50], [-1.48, -0.33, -0.63], [0.14, -0.73, 0.17], [0.71, -0.33, -0.90], [0.17, -0.24, 0.66], [0.94, 0.45, -1.48], [0.12, 0.06, -0.49], [0.17, 0.61, -0.48], [-0.25, 0.25, -0.02], [-0.74, -0.32, 0.09], [0.29, 0.59, 1.20], [0.37, 0.75, -0.52], [-0.15, 0.33, 0.45], [0.34, 0.02, 0.35], [-0.34, 0.16, -0.10], [0.53, 0.54, 0.35], [-0.54, 0.22, 0.37], [-0.55, 0.75, 0.17], [-0.86, -0.24, -0.08], [0.18, 0.18, 0.20], [-0.24, 0.02, 0.62], [-0.50, 0.18, 0.81], [1.84, 0.87, 0.41], [-0.13, -0.04, -0.14], [0.49, -0.19, -0.89], [1.21, -0.35, 0.46], [0.00, -0.43, -1.61], [-0.13, 0.62, -0.05], [0.54, 1.43, 0.61], [-1.30, -1.93, 1.37], [-0.09, 0.09, -0.03], [-0.07, -0.55, -0.37], [-0.36, -0.45, -1.06], [-0.13, -0.28, 0.63], [-0.15, 0.04, 0.11], [-0.69, -0.37, 0.08], [-0.37, 0.85, 0.61], [-0.99, 0.85, 0.50], [0.52, 0.16, 0.10], [-0.15, -0.72, 0.32], [-0.05, -0.89, 0.03], [-0.20, -0.03, -0.48], [0.44, 0.20, -0.15], [0.39, 1.00, -1.03], [-0.19, 0.07, -0.01]], "homo_energy_ev": -8.22, "e_above_lowest_kcal_mol": 24.62, "smiles": "COC[C@H](C)N.COC[C@H](C)N.COC[C@H](C)N.COC[C@H](C)N.COC[C@H](C)N.COC[C@H](C)N.COCCNCCOC.COCCNCCOC.COCCNCCOC.COCCNCCOC.COCCNCCOC", "total_charge": 0, "orbital_gap_ev": 8.80, "multiplicity": 1}